9
Properties=species:S:1:pos:R:3:forces:R:3:mulliken_charge:R:1 method="wB97M-V/def2-TZVPD" total_energy_ev=-8068.1698 relative_energy_kcal_mol=16.4 homo_lumo_gap_ev=9.68 multiplicity=1 molar_mass_da=76.06 homo_ev=-9.4 total_charge=0
N 2.120 -0.173 0.454 -0.540 1.776 -0.792 0.11
N -0.772 -0.683 0.041 -0.245 -1.092 1.132 -0.50
N 1.128 0.674 -0.158 0.931 -0.405 1.521 0.05
N -0.159 0.594 0.288 -1.822 -1.932 1.520 -0.31
O 3.255 0.079 0.169 -1.001 -0.344 -0.290 -0.39
H -0.876 -0.952 -0.923 0.118 0.697 -0.376 0.24
H -0.297 -1.481 0.512 -0.128 1.064 -0.368 0.26
H 1.058 1.150 -1.041 1.601 0.062 -0.508 0.26
H -0.343 0.713 1.329 1.087 0.173 -1.840 0.29

***

29
Properties=species:S:1:pos:R:3:forces:R:3:mulliken_charge:R:1 method="wB97M-V/def2-TZVPD" total_energy_ev=-27497.9952 relative_energy_kcal_mol=61.7 homo_lumo_gap_ev=10.92 multiplicity=1 molar_mass_da=213.17 homo_ev=-10.2 total_charge=0
C 0.171 -2.307 -1.126 0.210 -0.183 2.654 -2.21
C 1.752 0.747 -2.134 0.388 -0.651 -0.299 -0.57
C 1.112 3.217 1.414 -0.941 2.523 3.138 -0.68
C -0.673 -2.054 1.433 -1.768 -1.562 -1.772 -0.65
C -1.790 -0.896 -0.573 -1.155 1.214 0.169 -1.44
C -0.508 -1.440 -0.036 2.908 0.850 1.515 1.77
N 0.757 -0.189 0.350 -3.467 -2.337 1.347 -0.59
O -1.048 1.892 0.181 -0.888 -0.003 -0.020 -0.95
O -0.730 -1.066 2.419 -0.934 1.157 0.377 -0.60
O -2.663 -0.202 0.316 -0.347 -2.603 0.259 -0.60
O 0.564 1.415 -1.674 -0.079 -0.313 -0.019 -0.39
O 1.462 2.115 0.659 -1.047 -0.744 -1.912 -0.33
P 0.252 1.306 -0.136 2.475 0.989 1.319 1.32
H 1.212 -2.371 -0.899 0.758 -0.180 0.335 0.49
H 0.126 -1.855 -2.040 -0.312 1.620 -2.470 0.51
H -0.167 -3.307 -1.318 -0.733 -0.605 0.565 0.41
H 2.561 1.492 -2.182 -0.170 -0.363 0.118 0.25
H 1.531 0.416 -3.194 0.335 -0.010 1.400 0.19
H 1.985 -0.072 -1.357 -0.006 1.056 -1.837 0.33
H 1.671 3.047 2.438 -1.243 0.810 -1.834 0.23
H -0.035 3.338 1.594 2.004 -0.729 -0.123 0.27
H 1.348 4.273 1.010 0.363 -1.851 0.132 0.23
H 0.117 -2.867 1.624 -0.985 1.584 0.027 0.34
H -1.716 -2.556 1.437 1.669 0.261 -0.248 0.31
H -2.376 -1.737 -0.850 -0.355 -1.143 -0.484 0.59
H -1.698 -0.284 -1.475 0.514 -0.106 -0.076 0.42
H 0.661 -0.189 1.444 0.310 0.082 -2.439 0.47
H -1.575 -0.514 2.290 1.688 -1.335 -0.039 0.38
H -2.301 0.649 0.386 0.807 2.572 0.216 0.47

***

60
Properties=species:S:1:pos:R:3:forces:R:3:mulliken_charge:R:1 method="wB97M-V/def2-TZVPD" total_energy_ev=-98074.0253 homo_lumo_gap_ev=7.35 multiplicity=1 molar_mass_da=536.23 homo_ev=-9.9 total_charge=0
O -2.661 2.905 -2.755 0.969 0.069 -0.059 -0.49
V -1.315 2.523 -2.024 -0.050 -0.019 0.031 1.03
O -0.134 3.249 -2.756 -0.553 -0.336 -0.005 -0.48
O -0.524 -2.997 -4.355 0.273 3.793 1.074 -0.51
V -0.897 -1.638 -3.533 -3.176 -5.411 2.548 1.09
O -2.223 -2.233 -2.748 3.290 2.426 -1.867 -0.49
C -0.088 0.134 -1.771 -0.245 -1.194 -0.708 1.30
O 0.132 0.979 -0.895 0.156 0.844 1.105 0.51
O 0.355 -1.056 -1.893 0.826 -1.238 -0.208 0.02
O -0.927 0.394 -2.694 -1.904 2.382 -1.851 -1.18
C 4.034 -0.713 -2.424 -0.066 0.666 -0.523 -0.49
C 3.693 0.293 -1.367 0.509 1.114 2.072 0.20
O 3.205 1.551 -1.816 -0.222 -0.074 -0.726 -0.57
O 2.942 -0.811 -3.340 0.510 -0.474 0.174 -0.57
H 4.332 -1.678 -2.007 -0.321 -0.061 0.266 0.26
H 4.942 -0.353 -2.911 -0.361 0.043 -0.649 0.39
H 4.593 0.595 -0.813 0.257 -0.683 -0.003 0.40
H 3.013 -0.056 -0.583 -0.109 -0.497 -0.293 -0.26
H 2.347 1.697 -1.412 -0.098 0.024 -0.141 0.26
H 2.211 -1.099 -2.780 -0.134 -0.046 -0.171 0.19
C -0.107 3.975 0.688 0.269 -1.451 0.700 0.07
C -0.798 3.723 2.015 0.646 0.845 -0.924 -0.17
O -1.377 4.997 2.352 -0.309 -0.852 0.381 -0.54
O -1.059 4.252 -0.369 0.648 -0.292 0.552 -0.41
H 0.413 3.053 0.424 0.047 0.127 -0.323 -0.13
H 0.653 4.725 0.909 -0.221 0.516 -0.887 0.25
H -0.024 3.489 2.748 -0.060 -0.379 -0.040 0.49
H -1.479 2.882 1.872 -0.414 0.259 0.499 -0.20
H -1.204 5.095 3.292 -0.329 0.379 -0.007 0.35
H -1.525 5.046 -0.078 -0.326 -0.044 -0.366 0.35
C -0.838 -5.081 0.530 -0.333 -0.900 -0.232 -0.51
C -0.570 -3.649 0.116 0.617 -0.300 2.812 0.18
O 0.320 -3.584 -0.969 -0.897 0.280 -0.433 -0.65
O -1.328 -5.811 -0.626 0.496 1.219 0.765 -0.52
H -1.592 -5.105 1.322 -0.085 0.139 -0.106 0.31
H 0.033 -5.600 0.943 0.210 0.206 -0.250 0.28
H -0.051 -3.172 0.961 -0.193 -0.053 0.253 0.00
H -1.543 -3.144 0.113 0.057 0.213 -1.214 0.13
H 0.377 -2.630 -1.120 0.446 -0.216 -0.341 0.23
H -1.046 -5.146 -1.267 -0.271 -0.831 -1.040 0.35
C -2.774 -0.139 0.786 -1.524 -0.336 -0.148 -0.26
C -3.537 1.152 0.781 -0.330 1.778 -0.272 -0.68
O -3.272 1.953 -0.419 0.923 -0.598 0.469 -0.38
O -1.455 -0.003 1.230 0.183 -0.097 0.077 -0.18
H -2.895 -0.640 -0.182 0.435 0.160 -0.225 0.10
H -3.348 -0.794 1.447 0.450 -0.052 0.381 0.49
H -3.268 1.764 1.646 0.278 -0.243 0.138 0.28
H -4.627 1.113 0.826 0.010 -0.901 -0.008 0.44
H -3.653 2.823 -0.264 -0.043 0.026 -0.205 0.29
H -0.911 0.273 0.483 0.039 0.056 0.014 -0.16
C 1.915 -0.768 1.783 0.391 -0.399 1.189 0.31
C 1.689 -1.356 3.204 0.370 0.326 0.629 -0.52
O 0.565 -0.796 3.878 -0.090 -0.559 -0.661 -0.58
O 1.590 0.602 1.780 -0.212 0.686 0.176 -0.69
H 1.340 -1.310 1.032 0.070 -0.075 -0.030 -0.34
H 2.992 -0.843 1.615 -0.072 -0.313 -0.426 0.40
H 2.524 -1.189 3.892 0.359 0.598 -0.434 0.33
H 1.710 -2.450 3.188 -0.790 -0.102 -0.413 0.32
H 0.151 -0.200 3.241 -0.115 0.034 0.107 0.36
H 0.975 0.809 1.073 0.119 -0.184 -0.222 0.01

***

15
Properties=species:S:1:pos:R:3:forces:R:3:mulliken_charge:R:1 method="wB97M-V/def2-TZVPD" total_energy_ev=-8293.1594 relative_energy_kcal_mol=42.4 homo_lumo_gap_ev=10.76 multiplicity=1 molar_mass_da=96.13 homo_ev=-9.8 total_charge=0
C -1.959 0.234 0.062 -0.200 0.280 0.110 -1.40
C -0.610 -0.262 -0.317 1.160 -2.370 1.256 0.21
C 0.549 0.578 -0.643 0.369 0.260 -0.228 0.30
C 0.405 2.018 -0.566 -0.048 1.160 -0.115 -0.21
N 0.280 3.167 -0.537 0.106 -1.066 -0.005 -0.43
N 0.547 -0.125 0.629 -0.220 0.820 0.063 -0.39
C 1.541 -1.202 0.704 -0.221 0.009 0.048 -0.88
H -1.855 1.146 0.651 -0.112 0.002 -0.023 0.38
H -2.540 0.463 -0.837 0.051 -0.002 0.108 0.29
H -2.517 -0.502 0.650 0.190 0.072 -0.084 0.33
H -0.504 -1.317 -0.606 -0.664 0.551 -1.019 0.43
H 1.235 0.244 -1.416 -0.007 0.039 0.000 0.41
H 1.654 -1.789 -0.225 -0.139 0.183 0.078 0.34
H 1.275 -1.892 1.511 -0.022 0.144 -0.118 0.28
H 2.513 -0.756 0.948 -0.243 -0.082 -0.071 0.31

***

16
Properties=species:S:1:pos:R:3:forces:R:3:mulliken_charge:R:1 method="wB97M-V/def2-TZVPD" total_energy_ev=-10889.2505 relative_energy_kcal_mol=30.7 homo_lumo_gap_ev=9.85 multiplicity=1 molar_mass_da=107.11 homo_ev=-9.2 total_charge=0
C 2.202 0.795 -0.507 0.394 0.479 -0.084 -0.86
N 1.148 0.030 -1.182 0.962 0.205 0.486 -0.39
C -0.132 0.100 -0.506 -0.605 -1.108 -0.342 -0.31
C -1.111 -0.757 -1.313 -0.161 0.491 0.143 0.39
O -1.780 -1.705 -0.626 0.354 -0.149 -0.101 -0.44
O -1.353 -0.557 -2.472 0.189 -0.117 -0.152 -0.54
H 3.168 0.322 -0.687 -0.067 -0.054 -0.165 0.34
H 2.292 1.808 -0.904 -0.222 0.013 -0.008 0.27
H 2.126 0.880 0.586 -0.352 -0.145 -0.014 0.29
H 1.493 -0.923 -1.114 -0.509 -0.073 -0.268 0.26
H -0.056 -0.229 0.534 -0.361 0.116 0.071 0.36
H -0.640 1.062 -0.574 0.605 0.439 0.179 0.27
H -2.282 -2.142 -1.335 -0.252 -0.102 0.289 0.34
H -2.117 -0.186 3.541 -0.709 -0.696 0.607 0.30
H -1.410 1.151 3.541 -0.027 -0.209 -0.158 0.31
O -1.548 0.350 3.018 0.760 0.910 -0.482 -0.60

***

78
Properties=species:S:1:pos:R:3:forces:R:3:mulliken_charge:R:1 method="wB97M-V/def2-TZVPD" total_energy_ev=-52892.6061 relative_energy_kcal_mol=47.2 homo_lumo_gap_ev="4.70 / 5.29" multiplicity=1 molar_mass_da=701.13 homo_ev="-5.1 / -5.7" total_charge=0
Tl 1.697 -1.768 -0.218 0.073 -0.515 0.240 0.73
O 5.952 -0.933 5.984 0.351 0.080 0.176 -0.74
N 6.497 -0.832 4.886 2.556 0.205 -2.268 0.93
O 7.772 -0.740 4.683 -1.553 0.038 2.198 -0.73
C 5.822 -0.875 3.638 -0.111 -0.199 2.998 -0.22
C 6.620 -0.717 2.548 0.894 0.177 -2.092 -0.97
C 6.086 -1.179 1.339 -1.569 -1.669 -0.218 1.15
C 6.929 -1.634 0.263 -1.202 1.672 1.281 -0.70
C 6.324 -2.081 -0.865 2.623 -0.440 -1.463 -0.55
C 4.965 -2.351 -0.910 0.797 -0.596 -1.693 -0.24
N 4.215 -2.257 0.122 -2.039 1.354 1.967 -0.54
C 4.650 -1.619 1.249 2.912 -0.200 -0.520 -0.30
C 3.828 -1.539 2.427 -0.540 -0.815 -1.266 0.59
N 2.517 -1.869 2.265 1.355 1.098 -1.193 -0.49
C 1.731 -1.611 3.276 -1.429 -0.471 -0.209 -0.44
C 2.242 -1.275 4.488 0.342 0.083 2.808 -0.61
C 3.625 -1.117 4.768 -2.957 -1.799 -1.165 -0.77
C 4.440 -1.233 3.654 0.389 1.297 -0.568 1.09
H 7.679 -0.355 2.647 -1.484 -0.675 -0.216 0.41
H 7.973 -1.483 0.502 0.250 -0.253 -0.809 0.46
H 6.972 -2.338 -1.743 -0.830 0.164 0.808 0.32
H 4.577 -2.758 -1.847 -0.243 0.010 0.333 0.37
H 0.649 -1.766 3.087 0.670 0.096 0.437 0.42
H 1.553 -1.307 5.341 0.226 0.339 -0.305 0.34
H 3.966 -1.260 5.758 0.319 0.810 0.641 0.47
C -4.138 0.559 -3.728 -0.895 -2.078 -1.081 -1.62
C -3.824 -0.486 -2.615 -0.029 -0.492 2.097 2.45
C -2.348 -0.999 -2.546 0.952 -0.137 0.416 -1.50
C -4.699 -1.761 -2.703 -1.144 0.034 0.628 -1.86
Si -4.094 0.347 -0.857 0.698 2.119 -1.248 -1.61
C -4.990 -0.458 0.626 -1.344 -0.516 -0.933 1.94
C -4.462 -1.867 0.915 0.204 0.051 0.461 -1.55
C -5.155 0.284 1.972 0.567 0.113 0.227 -1.75
C -6.464 -0.551 -0.021 0.998 -0.715 0.337 -1.78
C -3.147 2.163 -0.786 -0.074 -2.036 0.574 2.46
C -4.200 3.278 -0.538 0.174 0.088 -2.786 -1.78
C -2.145 2.475 -1.906 -0.262 1.685 -1.660 -1.51
C -2.254 1.883 0.426 0.892 1.402 0.308 -1.88
H -3.240 0.808 -4.287 0.096 0.605 0.308 0.35
H -4.740 1.393 -3.353 0.511 0.038 -0.243 0.28
H -4.767 0.041 -4.532 0.542 0.610 1.041 0.44
H -2.088 -1.390 -1.521 -0.545 0.144 -0.822 0.27
H -1.588 -0.170 -2.651 -0.810 -0.915 -0.448 0.18
H -2.167 -1.887 -3.225 0.038 1.205 0.236 0.38
H -4.193 -2.446 -3.317 0.540 -0.932 -1.482 0.56
H -5.710 -1.599 -3.104 0.358 0.236 -0.051 0.43
H -4.883 -2.414 -1.817 0.415 1.054 -0.050 0.31
H -3.657 -1.766 1.679 -0.148 -0.435 -0.842 0.33
H -4.212 -2.529 0.054 0.169 0.794 0.643 0.24
H -5.286 -2.338 1.417 -0.406 -0.707 0.493 0.50
H -4.230 0.263 2.603 -0.591 0.157 -0.691 0.37
H -5.954 -0.133 2.621 0.307 -0.250 -0.605 0.42
H -5.462 1.313 1.801 0.165 0.259 0.032 0.36
H -6.550 -1.204 -0.917 0.279 0.486 0.619 0.32
H -6.749 0.443 -0.281 -0.383 0.722 -0.375 0.47
H -7.184 -0.894 0.714 -0.127 -0.354 0.358 0.48
H -5.057 3.098 -1.219 -0.037 -0.262 0.882 0.38
H -3.884 4.205 -1.012 0.707 0.445 0.313 0.48
H -4.511 3.534 0.451 -0.145 -0.428 0.798 0.35
H -2.540 2.505 -2.972 0.121 0.324 1.393 0.23
H -1.280 1.842 -2.015 0.071 -0.895 0.526 0.22
H -1.624 3.469 -1.683 -1.006 -0.831 -0.266 0.51
H -2.938 1.904 1.296 0.925 -0.523 0.059 0.37
H -1.507 2.752 0.514 -0.845 -0.970 0.286 0.47
H -1.633 0.951 0.271 -0.858 0.887 0.557 0.31
C 3.586 2.501 -1.073 1.616 1.169 -0.729 -0.59
C 2.969 2.360 -2.491 -1.119 1.140 0.148 -0.49
C 2.853 0.851 -2.613 1.409 -0.836 0.653 -0.59
O 2.900 0.264 -1.237 -0.193 1.632 -1.125 -0.25
C 2.916 1.399 -0.295 0.191 -1.709 -0.415 -0.13
H 3.664 3.546 -0.660 -0.885 -1.082 -0.232 0.39
H 4.688 2.270 -1.199 -1.105 -0.262 0.348 0.24
H 3.564 2.837 -3.310 -0.252 -0.627 0.783 0.35
H 1.962 2.861 -2.552 0.798 -0.510 0.255 0.16
H 3.794 0.494 -3.047 -0.330 -0.181 -0.298 0.28
H 2.006 0.450 -3.157 -0.206 0.086 0.029 0.31
H 3.496 0.990 0.517 0.276 0.336 0.557 0.11
H 1.875 1.459 0.017 -0.075 1.070 0.117 0.25